Computed, not measured: a molecular structure, C30H23IN4O2SV, with ωB97M-V/def2-TZVPD.

Structure (XYZ):
```
62
Properties=species:S:1:pos:R:3:forces:R:3
V -0.449 -0.991 -0.784 0.00 0.28 0.45
C -0.038 1.542 -4.238 0.01 -0.06 -0.05
C -0.522 2.308 -3.055 -0.11 0.14 0.20
N -0.669 3.626 -3.135 0.10 -0.15 -0.21
C -1.112 4.327 -2.102 -0.11 0.06 0.22
C -1.448 3.795 -0.852 0.06 -0.23 -0.02
C -1.886 4.701 0.275 0.06 0.04 0.06
O -2.968 4.147 1.001 -0.05 -0.02 0.00
C -1.302 2.407 -0.713 0.15 0.39 -0.65
C -1.547 1.713 0.529 -0.19 0.06 0.18
N -1.254 0.485 0.811 0.09 -0.28 -0.29
C -1.437 0.109 2.177 0.07 -0.15 0.18
C -1.307 1.022 3.225 0.02 -0.10 0.01
C -1.526 0.619 4.533 0.00 0.02 0.04
C -1.853 -0.696 4.829 0.00 0.00 0.00
C -1.943 -1.634 3.809 0.01 0.00 -0.04
C -1.723 -1.210 2.512 0.04 0.15 0.05
I -1.817 -2.597 0.958 0.05 -0.04 -0.05
C -0.847 1.710 -1.839 -0.38 0.12 0.41
O -0.760 0.374 -1.660 0.37 0.10 -0.81
H 0.296 2.245 -4.997 0.01 -0.01 -0.01
H -0.844 0.936 -4.660 0.01 0.00 0.00
H 0.787 0.880 -3.969 -0.01 -0.01 -0.01
H -1.213 5.394 -2.271 0.01 -0.01 0.01
H -2.115 5.690 -0.122 -0.02 -0.02 0.00
H -1.053 4.831 0.973 -0.02 0.02 -0.04
H -3.792 4.587 0.767 -0.01 0.03 0.02
H -2.031 2.325 1.289 0.04 -0.09 -0.03
H -1.022 2.049 3.037 0.01 -0.03 -0.03
H -1.431 1.344 5.329 0.00 0.00 0.01
H -2.022 -1.001 5.853 -0.01 -0.01 0.00
H -2.180 -2.665 4.034 0.00 -0.01 0.00
S 2.233 -2.690 -3.835 -0.18 -0.02 0.23
C 3.215 -1.699 -2.848 -0.06 0.09 0.05
C 2.537 -1.135 -1.807 0.19 -0.07 -0.05
C 1.176 -1.530 -1.808 -0.18 -0.11 0.13
C 0.869 -2.379 -2.860 0.20 0.10 -0.06
C -0.492 -2.809 -3.073 -0.07 -0.16 -0.17
C -0.954 -3.624 -4.093 -0.01 0.09 0.10
C -2.316 -3.869 -4.193 0.03 0.01 0.01
C -3.183 -3.280 -3.282 0.02 0.06 0.08
C -2.660 -2.492 -2.277 -0.19 0.00 -0.10
N -1.337 -2.277 -2.157 -0.08 -0.09 0.01
H 4.261 -1.588 -3.090 0.01 0.02 0.00
H 3.005 -0.475 -1.094 0.01 0.01 0.00
H -0.259 -4.052 -4.802 0.02 0.00 0.00
H -2.698 -4.504 -4.981 -0.01 -0.01 -0.01
H -4.252 -3.430 -3.340 -0.01 0.00 0.01
H -3.306 -2.012 -1.554 -0.01 -0.02 -0.02
N 0.996 -0.823 0.581 0.16 -0.09 0.17
C 1.831 -0.767 1.377 -0.10 -0.01 -0.05
C 2.855 -0.701 2.340 0.07 0.00 0.05
C 3.454 0.538 2.619 0.00 -0.02 0.07
C 4.470 0.585 3.551 -0.02 0.03 -0.02
C 4.877 -0.579 4.196 0.00 -0.01 0.00
C 4.279 -1.804 3.917 -0.02 -0.03 -0.02
C 3.264 -1.881 2.984 0.06 0.03 -0.01
H 3.128 1.435 2.109 0.00 0.00 -0.01
H 4.952 1.526 3.778 0.00 0.00 -0.01
H 5.675 -0.531 4.925 0.00 0.00 0.00
H 4.612 -2.698 4.426 -0.01 -0.01 0.00
H 2.798 -2.827 2.748 -0.01 -0.01 0.00
```
Forces are in eV/Å.

The total charge is +3. The calculated total energy is -3165.39010 Eh. Its energy above the lowest of the compared OMol25 structures with the same formula, charge and spin is 4.82 kcal/mol. Its orbital gap is 5.7 eV.

Computed, not measured: a molecular structure, C30H23N5OSY at a distorted geometry, with ωB97M-V/def2-TZVPD.

Structure (XYZ):
```
61
Properties=species:S:1:pos:R:3:forces:R:3
Y 0.096 0.000 0.164 -1.31 -0.03 0.76
O -0.047 0.273 2.303 -0.03 0.18 -0.19
N 0.084 1.498 2.833 0.02 0.39 0.27
C 0.301 1.560 4.165 0.04 -0.14 0.19
C 0.427 2.754 4.814 0.02 0.03 -0.01
C 0.337 3.933 4.071 -0.03 -0.03 -0.13
C 0.121 3.855 2.717 0.05 -0.01 0.16
C -0.021 2.619 2.069 -0.09 -0.07 -0.10
S -0.355 2.552 0.379 -0.22 0.47 0.10
H 0.363 0.600 4.654 -0.01 -0.03 -0.06
H 0.600 2.766 5.879 -0.01 -0.04 -0.01
H 0.432 4.896 4.552 0.02 0.00 0.00
H 0.050 4.740 2.103 -0.02 0.01 0.00
N 2.096 0.052 -0.130 1.81 -0.63 -0.63
C 2.974 -0.854 -0.010 0.31 0.29 -0.07
C 4.434 -0.554 0.022 0.09 -0.12 0.05
C 5.366 -1.448 -0.502 -0.06 0.03 0.03
C 6.715 -1.131 -0.501 0.07 -0.03 -0.01
C 7.145 0.070 0.044 -0.02 -0.01 -0.02
C 6.221 0.962 0.571 0.02 0.04 0.01
C 4.871 0.657 0.553 0.01 0.02 -0.03
C 2.551 -2.288 0.156 0.00 -0.06 -0.02
C 3.162 -3.102 1.108 -0.04 0.03 -0.03
C 2.708 -4.393 1.326 0.03 -0.02 0.04
C 1.661 -4.906 0.573 0.01 0.04 0.01
C 1.057 -4.113 -0.390 -0.20 -0.02 0.01
C 1.479 -2.804 -0.582 0.18 0.01 0.00
H 5.034 -2.385 -0.933 0.00 -0.01 0.02
H 7.434 -1.823 -0.919 -0.02 0.01 -0.01
H 8.200 0.312 0.054 -0.01 0.00 0.00
H 6.560 1.901 0.991 -0.02 -0.01 0.01
H 4.142 1.354 0.947 -0.03 -0.02 -0.02
H 3.995 -2.712 1.678 0.00 -0.01 0.01
H 3.185 -5.007 2.079 -0.01 0.00 -0.02
H 1.327 -5.924 0.725 0.00 0.00 0.00
H 0.268 -4.526 -1.006 -0.01 0.03 0.00
H 1.060 -2.228 -1.408 0.05 0.05 0.00
N -7.302 0.077 -1.197 0.21 0.07 -0.09
C -8.590 0.132 -0.729 -0.10 -0.08 0.47
C -9.822 0.261 -1.365 -0.01 0.02 -0.13
C -10.937 0.259 -0.555 0.06 0.01 -0.05
C -10.836 0.132 0.842 -0.04 0.00 0.06
C -9.619 0.003 1.471 0.01 0.00 0.04
C -8.473 0.002 0.671 -0.23 0.04 -0.44
N -7.153 -0.124 1.018 0.38 0.02 0.11
C -6.482 -0.068 -0.104 -0.53 -0.05 0.05
C -5.037 -0.188 -0.168 0.53 -0.03 -0.03
C -4.305 -0.127 -1.356 -0.22 0.03 0.06
C -2.936 -0.272 -1.315 0.13 -0.03 -0.01
N -2.242 -0.465 -0.185 -0.75 -0.27 -0.30
C -2.950 -0.515 0.961 0.11 -0.06 -0.03
C -4.316 -0.385 1.013 -0.22 0.00 -0.04
H -7.029 0.152 -2.160 0.04 -0.01 -0.01
H -9.900 0.354 -2.440 -0.03 0.01 0.02
H -11.916 0.357 -1.004 0.00 0.00 0.00
H -11.745 0.136 1.428 0.02 0.00 0.02
H -9.539 -0.097 2.545 0.00 0.00 -0.01
H -4.785 0.040 -2.310 0.04 -0.03 -0.02
H -2.363 -0.232 -2.235 -0.02 0.01 -0.01
H -2.381 -0.667 1.871 -0.01 0.05 0.02
H -4.848 -0.432 1.952 0.03 -0.02 0.01
```
Forces are in eV/Å.

The total charge is +1. The calculated total energy is -1942.42438 Eh. Its orbital gap is 7.3 eV.

Computed, not measured: a molecular structure, C30H24BCoF8N6O5S2, with ωB97M-V/def2-TZVPD.

Structure (XYZ):
```
77
Properties=species:S:1:pos:R:3:forces:R:3
Co -0.210 0.039 0.179 -0.40 0.00 0.15
C -1.846 1.576 -3.276 0.03 0.00 -0.01
C -0.788 0.978 -2.593 -0.01 0.07 0.03
N -1.115 0.820 -1.313 -0.05 -0.06 -0.28
N -2.361 1.311 -1.145 -0.07 -0.07 -0.04
C -2.822 1.759 -2.319 0.03 0.12 0.08
B -3.070 1.130 0.212 -0.03 0.05 -0.02
N -3.063 -0.389 0.471 0.11 0.13 0.17
C -4.030 -1.310 0.447 0.02 -0.07 0.01
C -3.443 -2.560 0.525 -0.02 0.03 0.04
C -2.076 -2.300 0.579 0.03 0.05 0.12
N -1.859 -0.986 0.567 -0.10 -0.15 -0.39
N -2.158 1.763 1.270 -0.04 0.12 -0.01
C -2.380 2.657 2.244 0.02 0.01 -0.03
C -1.180 2.918 2.878 0.03 -0.01 -0.05
C -0.244 2.123 2.212 -0.04 0.11 0.01
N -0.856 1.446 1.255 -0.03 -0.04 0.22
H -1.889 1.833 -4.318 0.01 0.01 -0.01
H 0.179 0.673 -2.951 0.03 -0.05 -0.03
H -3.806 2.192 -2.384 -0.02 -0.02 0.00
H -4.170 1.599 0.220 0.02 -0.05 -0.03
H -5.063 -1.017 0.363 -0.01 0.02 0.03
H -3.930 -3.518 0.536 0.00 -0.01 -0.02
H -1.255 -2.990 0.595 0.10 -0.04 0.00
H -3.370 3.046 2.410 -0.01 0.02 -0.02
H -1.001 3.596 3.692 0.01 0.00 0.01
H 0.815 2.012 2.354 -0.01 -0.01 -0.01
F 1.710 -4.196 -1.011 0.03 0.04 0.05
C 2.261 -3.143 -1.637 -0.02 -0.04 0.04
F 3.190 -2.625 -0.831 0.03 0.03 0.03
F 2.864 -3.576 -2.739 -0.05 -0.03 -0.03
S 0.964 -1.918 -2.082 -0.45 0.02 0.19
O 1.678 -0.836 -2.694 0.09 0.06 0.10
O 0.041 -2.667 -2.877 0.02 -0.04 -0.07
O 0.374 -1.590 -0.738 0.56 -0.08 -0.32
F 3.597 4.509 -3.520 -0.02 -0.01 0.00
C 3.043 3.634 -2.674 -0.02 0.07 0.00
C 3.714 2.476 -2.324 0.05 -0.07 0.01
F 4.922 2.228 -2.838 -0.03 0.02 0.01
C 3.139 1.579 -1.445 0.06 0.08 -0.14
F 3.832 0.487 -1.108 0.00 -0.05 0.03
C 1.875 1.784 -0.882 -0.15 -0.27 0.19
O 1.427 0.885 -0.019 0.27 0.42 -0.21
C 1.241 2.983 -1.227 -0.02 0.07 0.06
F 0.058 3.315 -0.682 0.02 -0.07 -0.02
C 1.805 3.885 -2.114 0.06 -0.04 -0.01
F 1.156 5.015 -2.412 0.00 -0.02 -0.01
O 0.616 -0.614 1.808 -0.20 -0.49 0.40
S 1.893 -1.449 1.722 0.13 0.35 -0.31
C 1.444 -3.073 2.383 -0.07 0.02 0.08
C 0.864 -3.076 3.767 0.04 0.00 -0.01
C 1.550 -3.715 4.796 0.03 0.05 0.03
C 1.053 -3.710 6.091 -0.01 0.00 -0.01
C -0.137 -3.055 6.371 0.00 0.00 -0.02
C -0.830 -2.419 5.349 0.00 0.01 -0.01
C -0.340 -2.431 4.052 0.01 -0.05 0.00
C 2.945 -0.843 3.080 0.00 -0.06 0.00
C 2.827 0.639 3.289 0.06 -0.03 -0.06
C 3.372 1.526 2.364 0.05 0.00 0.00
C 3.306 2.892 2.587 -0.03 0.00 0.02
C 2.696 3.381 3.737 0.00 -0.01 -0.02
C 2.138 2.500 4.652 0.00 -0.01 0.02
C 2.196 1.131 4.424 0.03 0.01 0.03
H 2.361 -3.664 2.321 0.00 -0.02 0.00
H 0.756 -3.459 1.632 -0.03 -0.02 -0.07
H 2.485 -4.220 4.581 0.00 -0.01 -0.01
H 1.595 -4.217 6.878 0.01 0.00 0.01
H -0.526 -3.046 7.380 -0.01 0.00 0.01
H -1.762 -1.910 5.560 -0.01 0.00 0.01
H -0.884 -1.933 3.263 0.00 0.01 -0.03
H 3.953 -1.104 2.753 0.01 -0.07 0.04
H 2.702 -1.396 3.986 -0.03 0.05 0.04
H 3.841 1.146 1.464 0.00 -0.01 0.01
H 3.726 3.576 1.861 0.01 0.00 0.00
H 2.654 4.447 3.915 -0.01 0.01 0.00
H 1.653 2.876 5.543 0.00 0.00 0.01
H 1.755 0.441 5.133 0.00 0.00 0.00
```
Forces are in eV/Å.

The calculated total energy is -4865.38235 Eh. Its energy above the lowest of the compared OMol25 structures with the same formula, charge and spin is 5.46 kcal/mol. Its orbital gap is 8.2 eV.